Entry from the Open Molecules 2025 dataset: an isolated molecule of C4H10N2 at a distorted geometry (ωB97M-V/def2-TZVPD).

Each atom is followed by the atoms it is bonded to, with distances in Å.
Positions of all 16 atoms, in Å:
1 N 1.25743 -1.32779 0.74909  C5 1.462, H8 1.014, H13 1.016
2 N -1.57441 0.40083 0.61237  C4 1.256, C6 1.426
3 C 1.81588 0.65269 -0.56444  C5 1.522, H11 1.087, H14 1.090, H16 1.088
4 C -0.33004 0.54424 0.70253  N2 1.256, C5 1.508, H15 1.090
5 C 0.69699 -0.25036 -0.06440  N1 1.462, C3 1.522, C4 1.508, H7 1.138
6 C -2.42377 0.04624 -0.47733  N2 1.426, H9 1.091, H10 1.092, H12 1.095
7 H 0.04752 -0.71971 -0.87302  C5 1.138
8 H 0.53273 -1.98019 1.02826  N1 1.014
9 H -2.93389 0.94302 -0.83259  C6 1.091
10 H -3.18497 -0.62902 -0.08135  C6 1.092
11 H 2.56242 0.05905 -1.08623  C3 1.087
12 H -1.92030 -0.44931 -1.31352  C6 1.095
13 H 1.67968 -0.94807 1.59164  N1 1.016
14 H 2.30706 1.14846 0.27326  C3 1.090
15 H 0.03896 1.09185 1.56920  C4 1.090
16 H 1.42871 1.41807 -1.23349  C3 1.088

Results
* frontier orbital gap: 9.50 eV
* energy above the lowest of the compared OMol25 structures with the same formula, charge and spin: 32.3 kcal per mole
* HOMO energy: -8.5 eV
* SMILES: C/N=C\[C@@H](C)N
* E: -267.87383 Ha

Atomic partial charges in e from the natural (NBO) method, atoms 1 to 2:
1. N -0.815
2. N -0.429